[1]
{
  "formula": "C23H34NO2Os",
  "method": "ωB97M-V/def2-TZVPD",
  "symbols": ["C", "C", "C", "C", "C", "Os", "C", "C", "H", "C", "H", "H", "C", "H", "H", "H", "C", "H", "H", "H", "C", "H", "H", "H", "C", "H", "H", "H", "C", "H", "H", "H", "C", "H", "H", "H", "C", "H", "H", "H", "C", "C", "C", "C", "H", "C", "H", "C", "H", "H", "H", "N", "C", "C", "O", "O", "H", "H", "H", "H", "H"],
  "coordinates": [[0.07, 2.13, -1.02], [-0.99, 1.22, -1.22], [-0.49, 0.07, -1.93], [0.91, 0.29, -2.19], [1.28, 1.54, -1.52], [0.79, 0.04, -0.13], [2.27, -2.69, 0.80], [2.46, -1.25, 0.98], [2.33, -0.84, 1.99], [2.75, -0.19, -0.01], [3.26, -0.55, -0.89], [3.18, 0.74, 0.39], [1.62, -3.47, 1.96], [1.02, -2.84, 2.70], [0.82, -4.21, 1.66], [2.28, -4.10, 2.65], [1.82, -3.10, -0.58], [1.13, -2.34, -1.07], [2.57, -3.35, -1.38], [1.13, -3.96, -0.52], [-2.42, 1.55, -0.97], [-2.53, 2.13, -0.05], [-2.84, 2.12, -1.81], [-3.00, 0.63, -0.84], [-1.35, -0.97, -2.59], [-2.19, -1.21, -1.94], [-1.73, -0.59, -3.55], [-0.77, -1.88, -2.79], [1.79, -0.45, -3.15], [1.37, -1.43, -3.36], [1.86, 0.12, -4.08], [2.79, -0.56, -2.74], [2.56, 2.29, -1.66], [3.29, 1.74, -2.25], [2.38, 3.26, -2.13], [2.97, 2.48, -0.66], [-0.06, 3.57, -0.65], [0.83, 3.94, -0.11], [-0.16, 4.17, -1.56], [-0.95, 3.76, -0.05], [-3.03, -0.86, 0.50], [-2.13, -1.89, 0.88], [-4.36, -1.11, 0.60], [-2.42, -3.18, 0.44], [-1.11, -2.09, 1.27], [-4.72, -2.46, 0.28], [-4.99, -0.30, 0.88], [-3.75, -3.49, 0.12], [-1.58, -3.87, 0.58], [-5.81, -2.70, 0.22], [-3.94, -4.53, -0.13], [-0.34, 3.36, 3.43], [1.08, 2.94, 3.48], [1.32, 2.14, 2.20], [2.41, 2.30, 1.61], [0.29, 1.44, 1.85], [-0.44, 4.17, 2.81], [-0.71, 3.65, 4.34], [-0.89, 2.56, 3.05], [1.73, 3.81, 3.50], [1.28, 2.32, 4.36]],
  "lowdin_charge": [-0.279, -0.266, -0.320, -0.364, -0.358, 1.454, -0.267, -0.192, 0.097, -0.294, 0.063, 0.051, -0.092, 0.079, 0.072, 0.093, -0.091, 0.046, 0.103, 0.073, -0.025, 0.084, 0.112, 0.031, -0.011, 0.063, 0.104, 0.080, -0.019, 0.079, 0.103, 0.069, -0.018, 0.090, 0.096, 0.068, -0.018, 0.083, 0.107, 0.070, -0.011, -0.103, -0.097, -0.113, 0.081, -0.061, 0.101, -0.064, 0.099, 0.116, 0.102, 0.186, -0.052, -0.628, 0.018, -0.125, 0.178, 0.175, 0.158, 0.138, 0.147],
  "e_above_lowest_ev": 1.725,
  "homo_energy_ev": [-9.0, -10.9],
  "total_energy_ha": -1192.18914,
  "s2": 6.089,
  "multiplicity": 5,
  "charge": 1
}



[2]
{
  "formula": "C11H44N8O11",
  "method": "ωB97M-V/def2-TZVPD",
  "symbols": ["C", "O", "H", "H", "H", "H", "C", "O", "H", "H", "H", "H", "C", "O", "H", "H", "H", "H", "C", "O", "H", "H", "H", "H", "C", "O", "H", "H", "H", "H", "C", "O", "H", "H", "H", "H", "C", "O", "H", "H", "H", "H", "C", "O", "N", "N", "H", "H", "H", "H", "C", "O", "N", "N", "H", "H", "H", "H", "C", "O", "N", "N", "H", "H", "H", "H", "C", "O", "N", "N", "H", "H", "H", "H"],
  "coordinates": [[17.54, -13.29, 2.49], [16.98, -14.29, 1.69], [18.29, -13.67, 3.19], [17.99, -12.56, 1.82], [16.69, -13.02, 3.11], [16.04, -14.44, 1.81], [17.57, -20.31, 1.37], [18.76, -20.97, 1.97], [17.87, -19.27, 1.26], [17.26, -20.76, 0.43], [16.73, -20.26, 2.06], [19.24, -20.43, 2.60], [15.77, -13.71, 8.46], [15.95, -13.23, 9.77], [15.79, -14.80, 8.54], [14.86, -13.36, 7.98], [16.64, -13.42, 7.86], [15.59, -12.34, 9.77], [7.20, -10.28, 1.35], [8.57, -10.71, 1.28], [6.93, -9.82, 2.30], [6.96, -9.49, 0.65], [6.57, -11.16, 1.20], [8.70, -11.44, 1.89], [11.27, -16.48, -2.85], [10.83, -15.65, -1.76], [10.58, -17.30, -3.02], [11.36, -15.86, -3.74], [12.22, -16.99, -2.70], [9.87, -15.71, -1.77], [11.81, -21.89, 0.29], [12.41, -22.78, -0.60], [11.90, -22.13, 1.35], [12.31, -20.94, 0.10], [10.74, -21.74, 0.14], [11.90, -22.90, -1.41], [11.12, -13.73, 13.42], [11.11, -15.01, 12.84], [11.38, -12.92, 12.73], [10.24, -13.28, 13.88], [11.97, -13.81, 14.10], [10.59, -15.04, 12.04], [11.09, -15.33, 4.28], [10.23, -14.47, 4.11], [11.43, -15.84, 5.41], [11.88, -15.87, 3.36], [11.10, -15.46, 6.28], [12.31, -16.34, 5.37], [11.58, -15.70, 2.41], [12.49, -16.62, 3.66], [6.05, -17.19, 0.57], [6.41, -16.63, -0.40], [6.38, -16.92, 1.75], [5.22, -18.18, 0.58], [6.10, -17.62, 2.42], [6.88, -16.10, 2.06], [4.78, -18.42, -0.29], [4.82, -18.55, 1.43], [6.15, -15.47, 8.64], [7.23, -15.57, 9.22], [5.10, -16.05, 9.04], [5.90, -14.81, 7.56], [5.18, -16.78, 9.74], [4.21, -16.01, 8.57], [5.01, -14.56, 7.15], [6.73, -14.49, 7.08], [14.79, -20.24, 6.66], [14.77, -19.21, 5.99], [13.91, -21.15, 6.75], [15.60, -20.41, 7.66], [12.98, -21.21, 6.36], [13.92, -21.79, 7.53], [15.50, -21.25, 8.21], [16.02, -19.55, 7.99]],
  "lowdin_charge": [-0.168, -0.135, 0.070, 0.080, 0.079, 0.072, -0.113, -0.152, 0.068, 0.075, 0.063, 0.059, -0.176, -0.121, 0.077, 0.077, 0.072, 0.071, -0.162, -0.122, 0.066, 0.075, 0.073, 0.070, -0.160, -0.125, 0.072, 0.072, 0.071, 0.068, -0.188, -0.112, 0.075, 0.074, 0.074, 0.078, -0.187, -0.108, 0.068, 0.071, 0.081, 0.076, -0.781, 0.015, 0.158, 0.150, 0.127, 0.109, 0.118, 0.106, -0.888, 0.078, 0.176, 0.153, 0.115, 0.136, 0.122, 0.108, -0.828, 0.025, 0.161, 0.160, 0.129, 0.118, 0.115, 0.120, -0.789, 0.007, 0.159, 0.148, 0.128, 0.111, 0.111, 0.128],
  "e_above_lowest_ev": 6.290,
  "homo_energy_ev": -9.9,
  "smiles": "NC(N)=O.NC(N)=O.NC(N)=O.NC(N)=O.CO.CO.CO.CO.CO.CO.CO",
  "total_energy_ha": -1711.03228,
  "multiplicity": 1
}



[3]
{
  "formula": "C2H2O3PS",
  "method": "ωB97M-V/def2-TZVPD",
  "symbols": ["C", "C", "O", "O", "O", "P", "S", "H", "H"],
  "coordinates": [[0.91, -0.24, 0.19], [-0.31, 0.04, -0.09], [-2.37, -0.34, 1.32], [-2.50, -0.76, -1.06], [-2.24, 1.62, -0.30], [2.60, -0.66, 0.00], [-2.08, 0.19, -0.03], [3.14, 0.06, 1.11], [2.84, 0.09, -1.15]],
  "nbo_charge": [-0.464, -0.249, -0.977, -0.987, -0.974, 0.305, 2.382, -0.020, -0.015],
  "e_above_lowest_ev": 0.000,
  "homo_energy_ev": -5.3,
  "smiles": "O=S(=O)([O-])C#CP",
  "total_energy_ha": -1042.64769,
  "multiplicity": 1,
  "charge": -1
}



[4]
{
  "formula": "C6H14AgI2N2S5Sb",
  "method": "ωB97M-V/def2-TZVPD",
  "symbols": ["Ag", "I", "C", "I", "H", "H", "S", "Sb", "S", "S", "S", "C", "C", "N", "C", "S", "N", "C", "C", "H", "H", "H", "H", "H", "H", "H", "H", "H", "H", "H", "H"],
  "coordinates": [[0.52, -3.35, 1.76], [-0.57, -5.47, 0.75], [3.80, 0.08, 0.24], [4.67, -1.83, 0.65], [3.15, 0.38, 1.08], [3.39, -0.07, -0.80], [-0.52, 1.78, 2.79], [-0.36, -0.51, 3.73], [1.57, -1.41, 2.71], [-2.36, -0.77, 4.79], [0.79, 1.91, 4.56], [-2.24, 2.85, -1.50], [-1.78, 2.16, -0.24], [-1.02, 0.97, -0.53], [-1.62, -0.21, -0.88], [-3.24, -0.33, -1.21], [-0.79, -1.28, -0.91], [0.68, -1.26, -0.86], [1.39, -0.89, -2.16], [-3.05, 3.54, -1.27], [-2.63, 2.14, -2.31], [-1.37, 3.39, -1.96], [-2.65, 1.83, 0.31], [-1.10, 2.77, 0.35], [-0.21, 0.97, 0.07], [-1.27, -2.08, -1.34], [0.96, -2.27, -0.50], [1.06, -0.68, -0.03], [1.03, -1.50, -2.94], [2.45, -1.05, -2.02], [1.32, 0.21, -2.30]],
  "nbo_charge": [0.597, -0.748, -1.110, -0.136, 0.165, 0.138, -0.411, 1.273, -0.632, -0.659, -0.449, -0.619, -0.233, -0.627, 0.305, -0.342, -0.596, -0.245, -0.628, 0.198, 0.232, 0.191, 0.206, 0.211, 0.417, 0.413, 0.209, 0.238, 0.194, 0.237, 0.211],
  "homo_energy_ev": -0.2,
  "total_energy_ha": -3320.12875,
  "multiplicity": 1,
  "charge": -2
}



[5]
{
  "formula": "C34H40ClMnN8O4",
  "method": "ωB97M-V/def2-TZVPD",
  "symbols": ["Mn", "C", "C", "C", "C", "C", "C", "C", "N", "C", "C", "C", "C", "C", "C", "C", "N", "C", "C", "C", "C", "H", "H", "H", "H", "H", "H", "H", "H", "H", "H", "H", "H", "H", "H", "H", "H", "H", "H", "H", "H", "H", "H", "H", "H", "O", "C", "O", "C", "C", "Cl", "N", "N", "C", "C", "O", "O", "C", "C", "C", "C", "C", "C", "H", "H", "H", "H", "H", "H", "C", "C", "C", "C", "N", "C", "N", "N", "N", "H", "H", "H", "H", "H", "H", "H", "H", "H", "H"],
  "coordinates": [[-0.23, -0.61, 0.46], [6.90, -0.75, 0.38], [6.01, 0.49, 0.32], [6.30, 1.36, 1.56], [6.34, 1.29, -0.95], [4.53, 0.14, 0.31], [4.06, -1.17, 0.34], [2.70, -1.41, 0.33], [1.79, -0.43, 0.29], [2.22, 0.84, 0.25], [3.57, 1.15, 0.26], [1.16, 1.88, 0.24], [1.43, 3.24, 0.29], [0.40, 4.17, 0.33], [-0.90, 3.66, 0.33], [-1.10, 2.30, 0.27], [-0.10, 1.42, 0.21], [0.64, 5.67, 0.40], [0.01, 6.20, 1.70], [-0.04, 6.33, -0.81], [2.12, 6.02, 0.39], [7.94, -0.45, 0.39], [6.75, -1.39, -0.50], [6.72, -1.34, 1.28], [7.36, 1.61, 1.59], [6.05, 0.82, 2.48], [5.73, 2.29, 1.55], [7.41, 1.52, -0.96], [5.80, 2.23, -1.00], [6.11, 0.71, -1.85], [4.73, -2.01, 0.38], [2.31, -2.41, 0.37], [3.89, 2.18, 0.24], [2.46, 3.57, 0.31], [-1.76, 4.32, 0.37], [-2.10, 1.89, 0.27], [-1.06, 6.02, 1.74], [0.17, 7.28, 1.77], [0.47, 5.74, 2.58], [-1.12, 6.17, -0.81], [0.37, 5.94, -1.74], [0.14, 7.41, -0.78], [2.65, 5.60, 1.25], [2.24, 7.10, 0.44], [2.61, 5.68, -0.52], [-4.60, -0.49, 4.21], [-5.11, -0.66, 3.01], [-6.29, -0.80, 2.80], [-4.15, -0.67, 1.85], [-4.51, -0.75, 0.52], [-6.05, -0.71, -0.17], [-3.38, -0.75, -0.24], [-2.30, -0.65, 0.57], [-2.74, -0.61, 1.81], [-1.67, -0.50, 2.87], [-1.99, -0.41, 4.05], [-0.49, -0.52, 2.40], [-3.22, -0.84, -1.66], [-2.25, -0.06, -2.27], [-2.03, -0.19, -3.64], [-2.79, -1.08, -4.39], [-3.77, -1.84, -3.77], [-3.99, -1.73, -2.40], [-3.60, -0.37, 4.21], [-1.67, 0.64, -1.70], [-1.27, 0.41, -4.11], [-2.63, -1.17, -5.45], [-4.38, -2.52, -4.34], [-4.74, -2.34, -1.92], [-2.97, -6.01, 1.12], [-3.04, -5.91, -0.40], [-4.01, -4.82, -0.83], [-1.66, -5.73, -1.04], [-1.07, -4.41, -0.79], [-1.08, -3.30, -1.54], [-0.44, -2.36, -0.87], [-0.10, -2.92, 0.31], [-0.47, -4.14, 0.36], [-3.96, -6.19, 1.53], [-2.58, -5.09, 1.56], [-2.32, -6.83, 1.43], [-3.40, -6.86, -0.80], [-3.73, -3.86, -0.39], [-5.02, -5.05, -0.49], [-4.04, -4.69, -1.92], [-1.68, -5.87, -2.12], [-0.95, -6.45, -0.61], [-1.51, -3.20, -2.53]],
  "lowdin_charge": [0.673, -0.059, -0.556, -0.032, -0.034, -0.130, 0.030, -0.070, 0.036, -0.154, 0.060, -0.151, 0.073, -0.127, 0.024, -0.078, 0.032, -0.556, -0.031, -0.034, -0.058, 0.093, 0.091, 0.092, 0.094, 0.097, 0.080, 0.093, 0.080, 0.095, 0.113, 0.105, 0.110, 0.100, 0.123, 0.117, 0.083, 0.094, 0.097, 0.082, 0.094, 0.094, 0.091, 0.093, 0.091, 0.143, -0.506, 0.090, -0.032, -0.565, 0.862, -0.034, 0.052, -0.100, -0.528, 0.086, -0.062, -0.211, -0.026, -0.058, -0.071, -0.067, -0.067, 0.068, 0.084, 0.113, 0.112, 0.115, 0.080, -0.067, -0.403, -0.072, -0.088, -0.069, -0.079, 0.011, -0.030, 0.124, 0.088, 0.070, 0.085, 0.143, 0.066, 0.095, 0.079, 0.135, 0.133, 0.140],
  "homo_energy_ev": [-11.6, -11.1],
  "total_energy_ha": -3669.69440,
  "s2": 1.126,
  "multiplicity": 2,
  "charge": 1
}



[6]
{
  "formula": "CH6N2S",
  "method": "ωB97M-V/def2-TZVPD",
  "symbols": ["S", "H", "N", "C", "N", "H", "H", "H", "H", "H"],
  "coordinates": [[-2.33, 0.91, 0.86], [-1.29, -0.07, 0.61], [1.64, -0.51, -1.99], [2.03, -0.55, -0.71], [1.51, -1.04, 0.48], [1.23, 0.46, -2.12], [-2.87, 1.99, 1.96], [3.00, 0.06, -0.63], [2.13, -1.25, 1.24], [0.63, -1.38, 0.07]],
  "nbo_charge": [-0.481, 0.216, -0.914, 0.390, -0.821, 0.392, 0.260, 0.116, 0.428, 0.414],
  "e_above_lowest_ev": 4.890,
  "homo_energy_ev": -8.1,
  "smiles": "[H]/N=C/N.S",
  "total_energy_ha": -549.20749,
  "multiplicity": 1
}



[7]
{
  "formula": "C4H11N3O2",
  "method": "ωB97M-V/def2-TZVPD",
  "symbols": ["C", "C", "N", "N", "N", "H", "H", "H", "H", "H", "H", "H", "H", "C", "C", "O", "O", "H", "H", "H"],
  "coordinates": [[-0.06, 1.61, 1.67], [1.72, 0.33, 0.57], [0.48, 0.86, 0.57], [2.13, -0.28, -0.70], [2.77, 0.63, 1.54], [-0.83, 0.29, -0.66], [-0.73, 2.42, 1.24], [0.78, 2.16, 2.27], [1.68, 0.10, -1.49], [3.01, -0.63, -0.81], [2.48, 1.14, 2.35], [3.75, 0.65, 1.33], [-0.67, 1.19, 2.43], [-2.83, -1.91, -1.27], [-1.82, -0.98, -1.85], [-1.52, -0.07, -0.97], [-1.27, -0.93, -2.93], [-2.75, -2.79, -1.84], [-3.82, -1.60, -1.28], [-2.51, -2.18, -0.18]],
  "nbo_charge": [-0.421, 0.615, -0.605, -0.829, -0.862, 0.511, 0.208, 0.142, 0.407, 0.375, 0.395, 0.401, 0.203, -0.709, 0.798, -0.727, -0.597, 0.225, 0.239, 0.232],
  "e_above_lowest_ev": 2.775,
  "homo_energy_ev": -9.0,
  "smiles": "CN=C(N)N.CC(=O)O",
  "total_energy_ha": -473.70078,
  "multiplicity": 1
}



[8]
{
  "formula": "C9H14",
  "method": "ωB97M-V/def2-TZVPD",
  "symbols": ["C", "C", "H", "H", "H", "H", "H", "H", "C", "C", "C", "C", "C", "C", "C", "H", "H", "H", "H", "H", "H", "H", "H"],
  "coordinates": [[-0.12, -0.93, -2.98], [-0.17, 0.37, -2.21], [0.36, -1.72, -2.41], [-1.10, -1.22, -3.36], [0.48, -0.83, -3.88], [0.61, 0.43, -1.45], [-0.15, 1.28, -2.79], [-1.09, 0.41, -1.62], [-0.53, -1.90, 0.88], [-1.01, 0.57, 1.03], [-0.10, -0.54, 1.23], [-0.65, 1.86, 1.39], [0.62, 2.09, 1.90], [1.19, -0.27, 1.68], [1.56, 1.01, 1.99], [-1.99, 0.37, 0.60], [-1.38, 2.62, 1.20], [-1.53, -2.11, 1.25], [0.11, -2.64, 1.37], [0.84, 3.09, 2.26], [1.91, -1.06, 1.83], [2.59, 1.21, 2.27], [-0.47, -2.11, -0.19]],
  "nbo_charge": [-0.619, -0.601, 0.197, 0.220, 0.227, 0.184, 0.230, 0.180, -0.694, -0.055, 0.237, -0.253, 0.009, -0.243, -0.091, 0.247, 0.260, 0.265, 0.253, 0.250, 0.254, 0.254, 0.291],
  "e_above_lowest_ev": 0.166,
  "homo_energy_ev": [-14.7, -14.8],
  "total_energy_ha": -351.00289,
  "s2": 0.768,
  "multiplicity": 2,
  "charge": 1
}